Density functional theory data (ωB97M-V/def2-TZVPD) for one molecule with the formula C23H21ClN4O2.

- LUMO energy (eV) = 0.27
- SMILES = O=C(Nc1ccccc1N1CCN(C(=O)c2ccc(Cl)cc2)CC1)c1cccnc1
- Kohn-Sham gap (eV) = 8.774
- molar mass (g/mol) = 420.900
- energy above the lowest of the compared OMol25 structures with the same formula, charge and spin (kcal per mole) = 0.0

The geometry in XYZ format:
```
51
Properties=species:S:1:pos:R:3:forces:R:3
O -1.351976 -3.858357 2.966752 0.0 0.0 0.1
C -1.032433 -3.397164 1.891177 0.1 0.1 -0.1
N -1.667024 -2.368601 1.265831 0.1 0.2 -0.3
C -2.811730 -1.667827 1.650837 -0.2 0.1 0.1
C -3.675199 -2.100383 2.646639 0.1 -0.1 0.1
C -4.829358 -1.384808 2.914208 0.0 0.1 -0.1
C -5.131501 -0.247853 2.186970 -0.1 0.0 0.1
C -4.264443 0.199765 1.203431 0.1 0.0 0.0
C -3.092757 -0.490113 0.934514 0.0 -0.1 0.2
N -2.153388 -0.101214 -0.056949 -0.1 0.0 0.0
C -2.663387 0.611865 -1.212938 0.1 -0.2 -0.3
C -1.593576 0.561807 -2.304916 -0.4 0.2 -0.2
N -0.360200 1.152111 -1.825826 -0.1 -0.2 0.0
C 0.042205 2.347609 -2.326968 0.1 0.0 0.0
O -0.577415 2.928878 -3.197668 -0.1 0.3 -0.1
C 1.327137 2.900345 -1.793877 0.2 0.2 -0.1
C 1.344686 4.187495 -1.269720 0.0 -0.2 -0.1
C 2.529644 4.754680 -0.838515 0.1 0.0 0.0
C 3.708456 4.034383 -0.953861 -0.2 -0.1 -0.1
Cl 5.193990 4.736283 -0.420986 0.2 0.1 0.1
C 3.712418 2.759374 -1.499311 0.1 0.1 0.0
C 2.520793 2.195795 -1.916519 -0.2 0.1 0.0
C 0.130602 0.538042 -0.615539 0.0 0.1 0.5
C -0.965300 0.563743 0.457255 0.4 0.0 -0.1
C 0.155289 -3.897499 1.134114 0.3 -0.2 -0.2
C 0.239109 -3.916011 -0.255779 0.1 0.0 0.2
C 1.387633 -4.413191 -0.848704 0.0 0.0 0.0
C 2.407441 -4.875943 -0.029090 -0.1 0.0 -0.4
N 2.332970 -4.875569 1.290852 0.4 -0.2 0.3
C 1.237388 -4.407092 1.853705 -0.5 0.2 0.1
H -1.283828 -2.017361 0.396176 0.0 -0.1 0.1
H -3.438636 -2.995460 3.197217 0.0 0.0 0.0
H -5.498868 -1.726324 3.688462 -0.1 0.0 0.1
H -6.038155 0.302265 2.388426 -0.1 0.0 0.0
H -4.500561 1.096012 0.650310 0.0 0.1 -0.1
H -3.573525 0.119721 -1.559195 0.0 0.1 0.0
H -2.887787 1.667172 -0.990339 0.0 -0.1 0.0
H -1.913209 1.124463 -3.182903 0.0 -0.1 0.1
H -1.398662 -0.479100 -2.584150 -0.1 0.0 0.0
H 0.422278 4.744159 -1.204320 -0.1 0.1 0.0
H 2.543148 5.750222 -0.424007 0.0 0.1 0.0
H 4.639763 2.217442 -1.597880 0.1 0.0 0.0
H 2.520285 1.208571 -2.354764 0.0 -0.1 0.0
H 1.011183 1.067473 -0.252938 -0.1 -0.1 0.0
H 0.405953 -0.501819 -0.833958 0.0 0.0 0.1
H -0.617693 0.054625 1.357916 0.0 0.0 0.0
H -1.181457 1.613894 0.717909 0.0 -0.1 0.0
H -0.586556 -3.582426 -0.870818 0.0 0.0 0.0
H 1.485303 -4.451102 -1.922760 0.0 0.0 -0.1
H 3.322895 -5.274259 -0.445943 0.0 0.0 -0.1
H 1.200488 -4.427418 2.934453 -0.1 0.0 0.1
```
Forces are in eV/Å.

Electronic structure analysis, Löwdin charges in units of e:
1 O 0.09
2 C -0.42
3 N 0.14
4 C -0.15
5 C 0.00
6 C -0.08
7 C -0.09
8 C -0.02
9 C -0.18
10 N -0.13
11 C -0.15
12 C -0.11
13 N -0.04
14 C -0.42
15 O 0.08
16 C -0.15
17 C -0.01
18 C -0.09
19 C -0.67
20 Cl 0.68
21 C -0.09
22 C -0.03
23 C -0.12
24 C -0.13
25 C -0.11
26 C -0.03
27 C -0.06
28 C -0.14
29 N 0.07
30 C -0.08
31 H 0.11
32 H 0.10
33 H 0.10
34 H 0.10
35 H 0.11
36 H 0.13
37 H 0.13
38 H 0.12
39 H 0.13
40 H 0.12
41 H 0.11
42 H 0.11
43 H 0.12
44 H 0.12
45 H 0.13
46 H 0.13
47 H 0.14
48 H 0.12
49 H 0.10
50 H 0.11
51 H 0.12